This record from the OMol25 dataset describes 7 unconnected molecules or ions with the total composition C60H70Cl2N10 at a distorted geometry. The level of theory is wB97M-V/def2-TZVPD.

Structure (XYZ):
```
142
Properties=species:S:1:pos:R:3:forces:R:3:mulliken_charge:R:1
H -0.60073 1.24861 2.46411 0.0 0.2 -0.1 0.2791
H 3.56251 4.99031 -0.94069 0.1 -0.1 -0.4 0.3098
H -8.02795 -5.44957 -1.91632 0.2 0.6 0.4 0.3865
H -6.09924 -2.90012 -3.03886 -0.6 -0.6 -0.2 0.5155
C 3.87661 1.69527 -8.86364 -0.5 0.4 2.2 -0.3610
C -7.21943 -5.35409 -2.64108 -1.0 -1.9 0.6 -0.9015
C -4.24199 -2.24168 2.89568 -0.2 -0.8 0.7 -0.5499
H 1.77106 1.02578 5.89302 0.0 -0.4 0.0 0.4206
H 1.77709 0.77520 3.27109 0.4 -0.3 -0.2 0.3024
N -1.22627 -2.45145 -5.93129 -0.5 1.4 2.6 -0.0116
H -1.76255 -0.82098 2.98778 -0.3 -0.2 -0.1 0.6841
C -2.18979 4.72661 -1.60627 0.6 1.4 -0.1 -0.8381
H -5.27381 1.56553 3.62696 -0.1 0.6 0.2 0.5171
C 3.22882 1.90528 -6.51812 1.2 -0.4 -1.5 0.7674
C -1.49103 3.42801 -3.46723 -0.9 -1.7 -1.0 -0.3276
C 6.78674 1.94348 8.38200 -0.1 -0.8 0.7 -0.5410
H 1.63858 -0.07615 -10.64044 0.0 0.6 0.2 0.3104
C 4.67267 1.38183 4.38824 1.8 0.3 1.6 -0.0443
C -4.46502 -1.00662 3.59754 -0.6 -2.2 0.0 0.7164
H 0.05402 -3.17209 1.89911 -0.1 -0.2 0.0 0.5500
H -2.02088 4.03857 1.54008 0.5 0.2 0.0 0.1951
N 2.83526 0.82893 -9.04298 1.0 -0.3 -1.1 0.0524
H 3.16984 0.79446 -11.14747 -0.6 0.4 0.0 0.3030
H -7.65682 -4.91953 -3.53993 0.9 1.0 0.2 0.3639
H -2.08776 -4.10717 1.21858 -0.4 -0.1 -0.1 0.4926
C -0.37580 -3.01014 0.92165 0.3 0.9 -1.1 -0.9187
C -2.81304 -0.98349 -4.85026 0.9 -1.2 0.1 -0.0483
C 3.48746 4.49606 -3.76226 -0.4 -0.1 -0.9 -0.3285
H -1.47294 4.43516 3.19692 -0.4 0.0 0.1 0.3910
C 5.54000 1.22641 5.49316 -0.5 -0.2 0.4 -0.6033
H 7.36361 1.12973 12.38059 0.1 -0.1 0.2 0.3856
C -3.50216 2.61631 3.04388 -2.3 -0.4 1.9 -0.5369
H 2.83842 2.05644 2.56039 0.8 -0.3 0.1 0.1434
C 2.66620 0.19006 -10.39304 0.8 -0.3 -0.5 -0.7965
C 2.43574 1.61959 3.47423 -1.4 0.4 1.2 -1.0010
H -1.79348 4.59341 -0.59965 -0.5 0.1 0.0 0.1683
H 1.87989 5.01581 -1.61866 0.3 0.2 -0.4 0.3686
C -4.20858 1.50916 3.45805 -1.4 -1.5 -0.6 -0.7834
C -1.95522 1.00208 -3.61325 0.1 2.5 1.7 -0.3347
H 5.05403 1.71037 3.43271 -0.2 -0.2 -0.5 0.3555
H -3.05394 0.34434 -1.83595 0.1 -0.2 -0.1 0.3113
C 6.59195 -0.31763 9.96550 -0.2 1.0 -1.2 -0.2482
C 1.65181 -1.60198 0.48827 0.9 0.1 -0.4 -0.9433
H 1.94054 -1.72904 1.53162 -0.5 -0.4 -0.1 0.2947
C -2.07896 -3.24688 -0.77240 -1.4 -0.4 0.6 0.7997
H -3.81413 -0.65041 -4.61946 -0.2 -0.2 -0.4 0.8307
H 0.58534 -1.36025 -1.78289 0.0 0.1 0.2 0.8601
H 6.83929 2.85569 7.80620 0.2 0.1 0.1 0.5030
H 4.84779 2.99729 -7.36644 0.3 -0.1 -0.5 0.5963
N 3.21889 3.75223 -2.69850 -0.3 0.5 0.9 0.1844
N -2.22648 2.51571 2.85593 1.8 -2.6 -1.4 0.1297
H 2.91706 2.01890 -1.80351 0.1 -0.8 -0.1 0.7108
H -1.65314 -2.37307 -2.60578 0.2 0.5 -0.1 0.8661
H -7.44353 -4.59602 3.60485 0.2 -0.1 -0.2 0.4039
H 3.72584 4.63414 -5.82448 0.2 -0.2 -0.3 0.4982
N -5.95646 -4.82875 -2.02705 1.2 1.8 -0.8 0.1252
C -2.34908 0.08587 2.99095 0.2 2.0 0.3 -0.8779
C -5.50327 -3.57576 -2.44326 0.1 -1.3 1.3 -0.5799
C 3.12839 2.42384 -2.78216 -0.3 -0.6 -0.8 -0.5235
C -4.28173 -3.09726 -2.00755 0.7 0.5 0.4 -0.3606
H -4.01165 3.56805 3.01233 0.3 0.3 -0.1 0.5521
H -3.18363 5.15317 -1.74203 0.0 0.0 0.6 0.3864
C -1.75082 -0.28500 -4.28831 1.3 0.9 -0.7 0.9130
H 5.25331 -1.10404 8.45579 -0.2 0.0 0.1 0.5033
H -7.32694 -4.51835 5.31836 0.4 0.7 0.2 0.3553
H 1.78632 2.33159 3.98355 -0.2 0.4 -0.5 0.4418
H -4.78618 -4.37060 2.70034 0.0 -0.1 0.3 0.5598
H 3.38789 5.56325 -3.62969 0.5 0.1 0.0 0.5026
N -5.88122 -3.33545 4.17185 -0.5 -1.3 0.2 0.0305
C 3.39448 2.55038 -5.22460 -0.7 -0.2 2.9 0.7358
C -2.50203 -2.13029 -5.60518 0.5 0.3 -1.2 -0.6150
H -7.06087 -2.14526 5.41202 0.0 -0.5 0.3 0.4410
C 5.81824 -0.23585 8.76158 2.0 -0.7 1.8 -0.8034
C -1.44774 2.21686 -4.14839 0.2 -0.6 -0.1 -0.8019
H 1.59749 0.70717 -5.93189 -0.1 -0.4 -0.2 -0.3207
C -5.16499 -5.52911 -1.13147 -0.3 0.6 -1.4 -0.6923
H 8.92555 1.23457 11.54795 0.1 -0.3 0.4 0.3225
H 2.77921 0.77003 -4.11363 0.7 -0.2 0.2 0.7695
H 0.76474 -2.15173 -5.58732 0.2 0.0 0.1 0.7598
N 7.36042 0.72829 10.37622 -1.9 -1.0 -2.1 0.0101
H 3.26338 0.75634 7.88767 -0.3 -0.4 0.0 0.5257
C 2.76776 4.41645 -1.41729 0.0 -0.3 0.3 -0.5262
H 6.61989 1.22766 5.47831 0.1 0.4 -1.0 0.5252
C 7.41473 1.86208 9.62922 0.0 -0.5 -0.5 -0.3419
H -5.47274 -6.53428 -0.88386 -0.3 0.0 0.1 0.5526
H -3.95065 -2.09284 -2.22648 -0.5 0.2 -0.6 0.3303
C -0.05955 -1.94515 -1.14383 -2.3 -1.0 -0.7 -1.0818
H -1.79721 -4.19840 -6.92455 0.3 0.0 -0.1 0.3724
H -3.52379 -2.33105 2.09405 0.1 0.3 0.0 0.4464
C 2.07288 0.40347 -8.03405 0.1 1.0 2.0 -0.2432
H -3.26111 -5.56466 -0.05045 -0.5 -0.8 0.0 0.7709
H 0.50551 -0.28709 -4.07141 -0.3 0.7 0.1 1.3863
H -3.32809 2.59212 -0.87697 0.0 -0.1 0.0 0.4751
N 0.36838 -2.23492 0.07859 0.0 0.4 0.8 0.1859
C -3.41439 -3.78888 -1.16507 -1.7 -1.5 -0.2 0.6319
C 3.15468 1.77974 -4.03685 -0.2 1.7 0.1 -1.0844
C 3.70073 0.82221 6.90238 -2.7 0.2 -0.3 -0.7065
H -1.26621 4.35219 -3.97883 0.5 0.1 0.4 0.6288
C 5.03920 1.01026 6.78719 2.1 -0.4 -1.6 0.8198
C -1.50205 3.66727 2.42387 1.3 1.4 0.0 -0.7718
C -3.70107 0.21005 3.39494 2.1 0.5 -1.2 1.0109
H -3.13202 -2.80274 -6.16850 -1.1 0.4 0.4 0.5959
H -5.70298 -0.15655 5.10858 -0.1 0.0 0.2 0.5999
N -2.11978 3.47114 -2.29798 -0.9 -0.5 0.0 0.1614
C -1.59789 -3.47779 0.49035 1.0 -0.8 2.0 -0.7159
C -2.77598 2.41675 -1.78845 1.6 -0.7 -0.5 -0.9408
C -0.89759 -3.60475 -6.76221 0.1 0.0 -0.3 -0.7419
H 3.24931 -0.72862 -10.45708 0.0 -0.2 0.6 0.4106
H 4.49328 1.98874 -9.70030 -0.1 -0.2 -0.3 0.4510
H 7.99173 2.65571 10.08044 0.0 0.2 -0.2 0.4590
C -0.21667 -1.78243 -5.32881 0.3 0.6 -0.4 -1.4753
C 2.84145 0.92577 5.78973 1.5 1.2 0.9 -0.2380
H 2.42879 3.65695 -0.71275 0.4 -0.2 -0.2 -0.0975
H -0.13028 -4.15467 -6.21732 -0.1 -0.3 -0.4 0.3667
H -0.53095 -3.16315 -7.68886 0.1 -0.6 -0.2 0.3212
C -0.39834 -0.64755 -4.53996 -1.2 -2.3 -0.6 -0.7093
C 2.28599 0.90150 -6.74096 -0.4 0.6 -0.9 0.2365
Cl 0.30848 1.95629 -0.25738 -0.5 -0.4 -0.1 -0.6507
C -5.45028 -1.04705 4.55223 -0.5 0.1 0.2 -0.7467
Cl 4.82698 2.16440 0.55121 -0.9 -0.2 0.1 -0.7118
H -0.45836 3.39816 2.26144 -0.2 0.0 -0.6 0.2845
H 2.42043 -2.03300 -0.15325 0.1 -0.1 0.2 0.3961
H -1.01297 2.25715 -5.13618 0.0 -0.2 -0.1 0.6147
C -6.18403 -2.20454 4.78428 0.2 1.2 0.0 -0.4298
C -4.91071 -3.44459 3.24199 0.4 3.4 -0.3 -0.2989
N 3.35756 1.28884 4.58737 0.1 -0.7 -0.6 0.1777
C -3.93379 -5.03599 -0.70956 1.0 1.3 -0.2 -0.7878
C -6.71776 -4.51940 4.41448 -0.9 -1.2 0.0 -0.8986
H 1.22194 -0.23784 -8.21017 0.3 -0.2 -0.5 0.4549
H 1.63903 -0.53511 0.26527 -0.4 0.2 0.0 0.3537
C 8.01612 0.64340 11.65547 0.8 0.9 1.0 -0.8112
C -1.64582 1.26573 2.73598 -0.5 0.0 0.8 -0.1253
C 5.98750 0.85948 7.94449 -1.0 1.4 0.6 0.5470
H 6.64278 -1.17523 10.61997 -0.3 -0.2 -0.1 0.4288
H -1.48669 5.38764 -2.11300 -0.1 0.2 0.2 0.3329
C -2.58557 1.16203 -2.36360 -0.8 0.1 -0.4 0.0519
H 8.22730 -0.37519 11.98101 0.0 0.1 -0.4 0.3299
C 4.10010 2.24396 -7.56611 -1.2 -0.5 -1.1 -0.7139
C 3.61149 3.91850 -5.02375 0.0 0.3 0.0 -0.8584
C -1.33658 -2.44836 -1.57598 2.4 0.7 -0.9 0.0469
H -7.12476 -6.40489 -2.91487 0.8 -0.1 0.0 0.3820
H -6.12253 -5.42936 4.49045 0.2 0.2 -0.3 0.3590
```
Positions in Å, forces in eV/Å.

Results
Energy above the lowest of the compared OMol25 structures with the same formula, charge and spin: 674.30 kJ/mol
HOMO: -20.29 eV
Total charge: +8
Multiplicity: 1